Molecular formula: C38H39N11O2Sr
Method: DFT, wB97M-V/def2-TZVPD

As for the strongest force on any atom: 2.1 eV Å⁻¹. For the HOMO-LUMO gap, the calculation gives 8.10 eV. The calculation puts the energy above the lowest of the compared OMol25 structures with the same formula, charge and spin at 0.0 kcal per mole. Its HOMO energy is -13.66 eV.

Geometry as ORCA input:
```
! wB97M-V def2-TZVPD RIJCOSX def2/J DEFGRID3
* xyz 2 1
H 1.3613 3.5057 -0.0482
N -1.1151 4.1282 -0.5696
C 1.6509 -3.3881 0.0591
H -0.4227 2.3832 5.2414
C 5.8400 1.1607 -0.4157
C 3.5182 -0.3901 -0.0784
C -0.5284 -4.0741 -0.1476
O -3.3670 -2.0657 3.4798
H 2.8720 0.4582 -1.8996
C -0.6767 2.8937 -0.1547
C 4.8074 1.1902 -1.3556
C 1.7446 1.8185 -5.1660
C -1.2116 -0.8403 -3.5914
N 0.3674 -3.0605 -0.0277
H -5.5996 -1.7158 2.2486
N -1.5633 -1.5220 2.2604
C -2.2542 -2.3684 4.3487
C 3.6598 0.4599 -1.1644
H -5.7264 -1.0808 -2.0272
C -3.8210 -1.1250 -1.0896
H -2.4057 -1.7495 5.2177
H 0.4987 5.5308 -0.7107
C 0.6847 -0.3160 -5.0696
N 0.6698 0.8589 1.6357
H -2.5978 3.3887 -1.9123
C 1.3815 1.2718 5.0510
H 2.9971 1.5583 2.0355
H 1.4826 -6.7643 -0.0557
C -0.1709 -5.3999 -0.1269
H -0.3943 -2.8118 3.3556
H -2.2758 5.1213 -1.9086
H 1.1505 0.4105 2.4142
H 1.1478 3.2339 -3.7235
H 3.0317 -0.1136 4.8122
C 1.2159 1.9506 1.2220
O -3.5859 -0.9262 -3.4361
H 2.8238 3.1844 1.5708
H -3.2748 4.4036 -0.6344
H 1.6325 -1.9064 4.0213
N 2.7058 -2.4215 0.1197
H -1.1002 6.1452 -0.4431
H 6.7656 1.6835 -0.5503
H -2.2977 1.9043 -0.4547
H -2.7177 0.5123 -4.4648
H -0.9493 -6.1120 -0.1764
H 2.4332 2.5044 -5.6538
H 6.4849 0.2161 1.3780
H -6.9198 -1.4757 0.0904
C -5.1972 -1.1394 -1.1010
H -1.5506 -3.7149 -0.2514
C 4.5609 -0.4614 0.8506
C -0.1359 0.0958 -3.9926
H -0.6295 1.7660 -2.6989
C -3.7766 -1.4935 1.2043
C 2.0778 -4.7118 0.0438
C -5.8359 -1.3825 0.1078
H 2.2190 0.1884 -6.4989
C -2.8253 -1.6655 2.3287
C 0.0212 1.4362 4.9994
Sr -0.5173 -0.5445 0.0340
N 2.4949 2.2343 1.5012
C -0.1920 -0.8470 4.1815
N -1.3123 1.7938 -0.2437
H -1.8201 0.5114 4.4569
H -2.6628 -1.1003 -5.2730
N 0.6520 2.8661 0.3093
C -0.0090 1.3838 -3.4906
C -5.1385 -1.5953 1.2729
H -0.8659 -1.8464 -3.7953
C 0.9525 2.2060 -4.1122
H 3.1410 -4.8361 0.1185
H 0.5433 -1.3245 -5.4252
H -0.2729 5.3852 0.8865
C -2.3528 4.2422 -1.2763
H -2.3528 -3.3852 4.6139
C 1.9552 0.0291 4.7644
C -0.4455 5.3774 -0.1805
C -2.9591 -0.9427 -2.2690
N 2.3813 -1.2285 -0.0909
N -3.1401 -1.2668 0.0422
C -2.5444 -0.5677 -4.3431
C -1.0254 -1.9651 3.5436
C 1.5872 0.5367 -5.6754
H 4.4659 -1.1993 1.6333
C -0.7670 0.3680 4.5744
H 2.0261 2.0951 5.3663
C 1.1943 -5.7345 -0.0826
C 5.6741 0.3294 0.6809
N -1.6859 -0.8737 -2.2257
H 4.9429 1.7180 -2.2620
C 1.1734 -0.9854 4.2681
*
```


Molecular formula: C38H39N5O5PTl
Method: DFT, wB97M-V/def2-TZVPD

As for the strongest force on any atom: 1.1 eV Å⁻¹. For the HOMO-LUMO gap, the calculation gives 5.73 eV. The calculation puts the energy above the lowest of the compared OMol25 structures with the same formula, charge and spin at 26.9 kcal per mole. Its HOMO energy is -1.41 eV.

Geometry as ORCA input:
```
! wB97M-V def2-TZVPD RIJCOSX def2/J DEFGRID3
* xyz -2 1
C -0.1596 1.4208 5.8637
H 1.5614 1.8436 -1.9903
H -3.9337 3.9090 -4.2805
H 1.4244 5.3290 -1.6035
C 5.6349 -2.2615 1.2790
C 0.3872 1.3459 -3.5885
O -2.6228 1.8507 -1.6548
C -1.8114 1.2527 4.1247
H 0.3625 -4.8442 3.6478
C 1.3719 -2.1005 1.9513
C 4.2177 -0.0680 0.3530
C -4.0994 1.2458 -3.3745
C 0.4159 -4.2796 -2.1946
C 5.5866 0.0250 0.5516
H 1.3060 -0.4372 -2.7957
C 0.9498 -3.4033 2.1890
H -2.7514 3.3899 -3.0261
C 0.5385 -3.4346 -1.1091
H 3.6968 -2.3721 -1.6128
C 6.2925 -1.0665 1.0261
N 0.7193 2.1741 -2.4550
C 3.5550 -1.2646 0.5995
O -1.8601 2.7302 2.2652
H -0.6027 1.6539 -3.9439
N -0.3826 4.6142 -0.8706
C 3.3421 1.1306 -0.0245
Tl -0.6544 1.4558 0.0279
C -2.2424 1.6345 2.7529
H 3.4794 -3.8657 -3.5489
C 0.3337 -0.1286 -3.1952
C -1.9898 -0.1191 6.0894
H -1.5603 0.0446 -2.4650
C 1.7324 -2.7586 -0.8512
H 0.8218 -4.0961 1.3683
C -2.4736 0.2712 4.8568
C 0.8452 3.5844 -2.7428
H 6.1893 -3.1143 1.6562
C -0.6510 1.8263 4.6399
H -6.8318 -0.7556 -3.2926
C -5.9688 -0.2028 -2.9360
C -5.6244 -0.2124 -1.5981
C -4.5147 0.4729 -1.1096
C 2.6544 -3.7610 -2.8545
H -2.5204 -0.8678 6.6670
C 0.8329 -2.9544 4.5484
H -3.3559 -0.1808 4.4246
N -0.6679 -0.3371 -2.1766
N -3.0214 0.7230 2.2011
H 1.3251 -0.9630 5.1511
C 2.7790 -2.9254 -1.7604
C 1.5076 -1.2276 3.0318
H -5.4428 0.5784 -4.8742
H 1.8075 -0.2071 2.8330
C -4.2839 0.4667 0.3173
H -0.4438 0.1321 7.5548
H 6.0808 0.9658 0.3485
H -0.3075 -3.2723 -0.4561
H -0.0541 3.9101 -3.2778
C -0.8281 0.4495 6.5932
H 0.1496 -0.7190 -4.1121
C 0.9477 4.3534 -1.4247
H 0.7550 1.8506 6.2534
O 3.7759 1.9737 -0.8107
H -6.2243 -0.7865 -0.8962
H -0.1445 2.5725 4.0445
H 0.6246 -3.2808 5.5588
H -0.5185 -4.7956 -2.3702
N -3.1700 0.7759 0.8604
O -3.3490 1.9209 -4.3547
H 3.7626 -3.2976 1.2581
H -0.3445 4.6123 0.1434
C -5.1993 0.5462 -3.8186
H -5.1656 0.2342 0.9408
P 1.7324 -1.3323 0.3175
H -0.7778 -1.3126 -1.9387
O 2.2286 1.0914 0.5510
C 4.2712 -2.3624 1.0595
H 1.1119 1.4694 -4.4220
C -3.6703 1.2208 -2.0058
C -3.0592 3.2716 -4.0679
C 1.2381 -1.6487 4.3189
C 1.4692 -4.4425 -3.0796
H 1.7207 3.8156 -3.3855
H 7.3580 -0.9855 1.2095
H 1.3598 -5.0716 -3.9537
H -2.2369 3.5584 -4.7300
H -1.0227 3.8627 -1.1265
H 1.6000 3.7804 -0.7505
C 0.6864 -3.8240 3.4821
*
```


Molecular formula: C38H39N6PdS
Method: DFT, wB97M-V/def2-TZVPD

As for the strongest force on any atom: 0.3 eV Å⁻¹. For the HOMO-LUMO gap (alpha / beta), the calculation gives 6.86 / 4.40 eV. The expectation value of S² is 6.055. The calculation puts the energy above the lowest of the compared OMol25 structures with the same formula, charge and spin at 0.0 kcal per mole. Its HOMO energy (alpha / beta) is -9.52 / -10.25 eV.

Geometry as ORCA input:
```
! wB97M-V def2-TZVPD RIJCOSX def2/J DEFGRID3
* xyz 1 5
C 2.8611 2.1033 2.4691
C 5.3479 -2.3704 -1.9011
C -2.1512 -0.8939 -1.5389
C -3.0699 3.7947 1.8390
H -4.4892 2.4256 -2.6051
H 6.2746 -2.3470 -2.4593
C 4.2360 -3.0355 -2.4175
C -1.1957 1.7803 -0.3312
C -0.6600 0.7741 3.0196
N -1.0020 3.0987 -0.0283
C 1.4761 -2.8474 1.3082
C -1.7670 -3.1103 2.9251
H -5.8547 -0.7300 -2.6612
C 1.8453 -3.7976 -2.2709
C -1.9235 4.1364 -0.3786
H 4.7235 -1.3796 3.4643
H -4.6554 -2.8900 -2.6830
H 4.3054 -3.5589 -3.3639
H -2.3085 -2.9978 -1.9570
C 0.6914 1.2565 0.9444
H -1.0067 4.4492 -2.2820
C -2.9365 4.4921 0.5136
C -3.8181 5.4968 0.1288
C 4.7309 -1.9188 2.5170
H -2.7675 2.3606 -1.3936
C -1.8056 4.7539 -1.6174
C 4.0676 -1.0856 1.4178
H 1.8914 1.7480 -0.7552
Pd -0.1974 -1.1008 -0.7932
H 0.1117 -3.8389 3.7961
C 1.7142 1.6236 3.0820
H -2.6077 6.2282 -2.9509
H -3.9460 4.1522 2.3765
C 2.1788 -0.5262 -3.0268
H 2.2460 -3.3345 1.9054
H -4.9376 2.1513 -0.9199
H 3.6955 2.4384 3.0715
N -0.4120 0.8477 0.1456
H 3.8190 2.5306 0.5919
C 4.0871 -1.7739 0.0776
H 2.5014 -5.8024 -1.7573
H -0.2582 3.3045 0.6192
H 1.4502 -5.0714 -0.5462
N -2.2479 1.5351 -1.1395
H -2.9176 -2.0674 1.2383
H -5.9649 1.5551 -2.2214
S 3.4346 -0.6845 -4.0622
H 1.6587 1.5913 4.1641
C -2.7004 5.7468 -1.9870
H -2.5350 -3.3787 3.6324
C 0.6098 1.2066 2.3407
H -4.6084 5.7917 0.8082
H 3.0503 -0.8137 1.7059
C -4.1486 -1.9913 -2.3545
N -0.8529 -2.2383 1.0164
C 0.1276 -2.8007 1.8036
C -2.8469 0.3060 -1.5232
H 1.9852 -3.9290 -3.3456
C -2.8239 -2.0422 -1.9453
C 1.6278 -5.1647 -1.6186
H -1.4222 1.5545 2.9487
C 2.9307 2.1547 1.0836
H 5.7675 -2.1430 2.2630
H 0.9455 -3.1860 -2.1475
C -1.9817 -2.4175 1.6545
C -4.9305 1.6980 -1.9156
C 1.8553 1.7192 0.3272
C 5.2645 -1.7530 -0.6692
H 6.1263 -1.2342 -0.2662
H -1.0773 -0.1141 2.5492
H -2.1949 3.9644 2.4702
C -4.8199 -0.7783 -2.3444
C 2.9736 -2.4279 -0.4719
H 4.2247 -2.8742 2.6668
N 1.2846 -0.4168 -2.2930
N 1.7029 -2.3705 0.1406
C -0.4317 -3.3405 3.0101
C 3.0358 -3.0673 -1.7163
C -4.1902 0.3855 -1.9284
H -3.1687 2.7147 1.7042
H -4.4070 6.8946 -1.3820
H 4.6065 -0.1426 1.3193
H -0.4872 0.5719 4.0760
C -3.7055 6.1180 -1.1068
H 0.7671 -5.6677 -2.0589
*
```


Molecular formula: C38H40BNO2S
Method: DFT, wB97M-V/def2-TZVPD

As for the strongest force on any atom: 3.7 eV Å⁻¹. For the HOMO-LUMO gap, the calculation gives 4.66 eV. The calculation puts the energy above the lowest of the compared OMol25 structures with the same formula, charge and spin at 7.5 kcal per mole. Its HOMO energy is -6.02 eV.

Geometry as ORCA input:
```
! wB97M-V def2-TZVPD RIJCOSX def2/J DEFGRID3
* xyz 0 1
C 0.8198 2.4336 2.0474
H 1.2231 2.2455 -0.0811
C -0.5610 -1.4166 1.5638
C 1.4284 -4.5829 3.7352
C -0.5855 2.2574 2.1153
H -0.5904 -3.4882 -1.1325
H -5.3073 1.0326 0.7333
H -5.1290 4.2342 3.2236
B 2.3997 -2.2446 3.1727
H -2.4395 0.9018 6.4497
H 3.2645 3.8906 0.1810
C 0.8155 -2.2135 3.5237
N -4.6967 2.7705 1.7747
C -3.5673 0.2472 4.7312
H 1.9801 -2.9902 6.6783
H 4.1243 -0.0337 0.3948
H -4.5348 0.4481 5.1939
C -3.5116 -0.2415 3.4240
H 4.8927 0.7544 4.1139
C -2.8393 -1.6729 0.6744
H 5.6159 0.4963 2.5057
C 5.3688 -1.7949 3.9351
C 4.0270 -1.7438 1.7283
C 4.3035 -1.0627 3.1304
H -3.8938 -1.4122 0.7457
C 1.7070 -3.1163 5.6341
H 2.5418 -0.2271 1.2106
C 4.6935 0.3977 3.0954
C 0.9760 -2.1448 4.9908
H 5.6012 -3.2470 1.6328
C 2.6317 3.5555 1.0052
C -1.1289 0.2165 4.8817
H -5.4520 2.5653 3.7561
H 4.1928 5.5912 1.9253
C -2.2698 -0.5158 2.8754
H 0.5604 -1.3017 5.5301
C -1.0507 -0.4104 3.6243
H -3.0219 -3.0191 -0.9994
C -1.3180 2.8394 3.1781
C -0.9526 -2.7883 -0.3784
H -4.9754 2.4700 -0.2727
H 4.9288 -2.7421 0.0707
C 0.6457 -3.6213 3.1038
H 6.3462 -1.6625 3.4613
C -5.4014 2.1300 0.6793
H 3.0185 -1.3289 -0.1293
H -6.5236 3.3350 2.5565
C -2.6558 3.1146 3.0236
C -1.2718 1.7551 0.9926
C -1.9601 -1.1352 1.5994
H 3.9098 1.0263 2.6591
C 3.7565 5.0522 2.7763
H 5.4191 -1.3577 4.9397
H -0.8295 3.1119 4.1211
C 3.3860 -0.7654 0.7449
H -0.2132 0.4962 5.4108
H 5.1535 -2.8645 4.0224
C -3.3405 2.6829 1.8531
H 2.6801 -5.0396 5.4566
H -4.4100 -0.4394 2.8328
C 2.0671 -4.2950 4.9487
H -6.4542 2.4107 0.7469
C -0.0545 -2.2123 0.5254
O 3.0521 -1.1903 3.8015
H 6.0383 -1.6848 0.9194
H -3.1994 3.6108 3.8250
C -2.3333 -2.5402 -0.3017
C 0.0128 -1.0540 2.8526
C -2.5983 2.0557 0.8115
H 0.0085 -3.8627 2.2717
C 5.2178 -2.3989 1.0683
H 4.5525 4.6024 3.3907
H 3.2270 5.7825 3.4077
C 2.8234 3.9991 2.3019
C 1.5389 2.6553 0.8721
H 1.5360 -5.5762 3.2984
O 3.0423 -2.7544 2.0679
C -5.4887 3.2513 2.8949
C -2.3806 0.4878 5.4381
S 1.7084 3.2069 3.3806
H 1.0131 -2.4170 0.4839
H -3.0900 1.7658 -0.1151
H -0.7251 1.1930 0.2303
*
```


Molecular formula: C38H40BrClFN7O10RuS2
Method: DFT, wB97M-V/def2-TZVPD

As for the strongest force on any atom: 2.3 eV Å⁻¹. For the HOMO-LUMO gap (alpha / beta), the calculation gives 7.58 / 6.80 eV. The expectation value of S² is 8.768. Its HOMO energy (alpha / beta) is -5.71 / -5.78 eV.

Geometry as ORCA input:
```
! wB97M-V def2-TZVPD RIJCOSX def2/J DEFGRID3
* xyz -1 6
H 5.1981 -8.2529 1.2527
H 0.4065 1.2497 -3.1475
C 1.9038 1.5995 -4.6183
C -3.5721 0.8735 1.8256
O 2.3925 -3.8616 2.0642
N 0.5487 0.1164 -0.3942
H -0.6408 -4.3495 3.3427
H -2.1040 6.8869 -1.9724
O -2.4491 -0.8945 0.6442
N -3.2105 2.2410 2.1082
H 2.7700 -8.6047 1.4804
C -3.4119 -4.5085 4.6081
C -3.6845 3.2202 1.2593
C 0.1501 -4.5296 0.9567
C 3.0128 1.1790 -3.8912
C 0.6217 6.1910 -2.3567
H -3.5221 -4.8160 7.9650
H 0.3961 7.2541 -2.3029
H -2.2341 -2.7285 7.7954
H 1.1476 1.9888 -6.5846
N 1.4988 2.1181 -0.3079
H 2.9554 1.1115 -2.8135
H -3.3754 5.1520 0.7307
C -0.3445 3.5093 -1.0081
H 1.0097 4.0833 -4.0974
N -0.7882 -3.7753 1.4318
C 0.6606 -4.3053 -0.3533
C 4.0845 -5.5513 -0.4543
O -1.5285 -1.7174 3.1233
O 1.9954 -2.1281 0.4050
C 4.1907 0.8334 -4.5304
H 3.2345 1.3685 -7.7326
H -4.3344 -5.9380 5.9067
H -1.8978 1.6725 3.6325
H -1.4029 5.9543 -0.6478
C 4.9750 -6.4483 0.1027
C -2.1721 -2.9005 3.1297
N -1.2957 -3.9977 2.6418
H 5.0463 0.5019 -3.9616
H -4.3386 0.8618 1.0491
H -2.6226 5.2242 -1.7175
C -0.6716 5.4200 -2.6401
C 1.6513 0.8366 -0.0849
H 6.0394 -6.2815 0.0061
C -0.4662 3.8680 -2.5069
C -1.7669 5.8960 -1.6714
C -1.8955 4.7479 2.0988
H -1.3398 -1.3835 4.6476
H -2.1682 5.4342 -4.2218
H 1.0694 5.9041 -1.4096
S 1.5634 -1.3822 3.0999
C 1.8038 -4.7558 -0.8963
C -2.2366 -2.6891 5.6663
C 0.6346 1.9885 -3.9157
C -2.1768 2.4749 2.9668
Ru -0.0914 -1.5183 1.2239
H 1.3550 6.0373 -3.1449
C -0.3185 1.0191 -0.8111
H -3.7421 -4.9939 3.7028
C 4.2582 0.9027 -5.9130
N 0.2431 2.2302 -0.7570
C -2.5758 -3.2370 6.9079
O -1.6372 3.1936 -2.9270
Br -0.3752 -3.0432 -1.3760
H -3.0246 -2.9001 2.4115
C 2.7068 -5.7257 -0.3058
C 3.1457 -7.7532 0.9281
H -0.5098 5.3253 -4.8239
O 4.0035 -2.0576 1.7339
N -3.0281 4.4257 1.3485
H 2.5605 0.3964 0.2800
H 1.6343 3.3817 -2.6058
C -2.6432 -3.3598 4.5049
H 4.4559 -4.6810 -0.9734
S 2.6259 -2.4781 1.6952
Cl 5.7263 0.4643 -6.7254
O -1.3518 5.8223 1.9509
C 2.0003 1.6697 -6.0023
C 4.5103 -7.5533 0.7983
H -1.7775 3.3642 -3.8637
H -1.3160 0.8329 -1.1602
C 2.2531 -6.8558 0.3750
C -1.5440 3.6713 2.9957
C -3.3002 -4.4050 6.9912
C -3.7431 -5.0376 5.8410
H -3.9349 0.3594 2.7179
F -0.5529 3.8939 3.8801
H -1.3570 3.5059 -0.6000
H 2.1291 -4.3052 -1.8235
C 3.1694 1.3228 -6.6566
O -1.2099 0.6288 1.6626
H 0.2753 4.2387 -0.4887
H -0.1876 1.9864 -4.6348
O -1.5421 -1.5501 5.6260
C 0.7840 3.3856 -3.2890
H -1.1200 6.8484 -4.1926
H 1.1937 -7.0511 0.4501
O -4.6141 3.0586 0.5018
C -1.1453 5.7684 -4.0610
C -2.3017 0.1190 1.3408
H 0.6040 -5.3079 1.5647
*
```